(1)
67
Properties=species:S:1:pos:R:3:forces:R:3 method="wB97M-V/def2-TZVPD" homo_lumo_gap_ev=6.076 total_energy_ev=-33451.3433 e_lumo_ev=-4.862 total_charge=+1
Na -0.14414 -0.35992 -0.70234 0.092 0.078 -0.036
C 0.56919 -3.54633 -6.75069 -0.388 -0.644 -1.204
C 1.24397 -3.90360 -5.47258 1.592 0.009 0.502
C 2.65342 -3.34762 -5.37333 0.963 -0.250 0.166
O 0.52171 -3.45581 -4.36827 -1.123 0.858 1.286
H 1.22080 -3.81126 -7.58335 -0.036 -0.021 -0.117
H 0.25682 -2.51329 -6.90346 0.306 0.146 0.508
H -0.32598 -4.15891 -6.85795 -0.178 -0.012 -0.106
H 1.27599 -4.97751 -5.28879 0.384 -0.387 -0.910
H 3.25524 -3.66756 -4.52271 -0.647 -0.288 0.586
H 2.70330 -2.26013 -5.31880 -0.264 0.077 -0.469
H 3.29061 -3.74105 -6.16536 -0.298 0.388 -0.549
H -0.28553 -3.97321 -4.41598 -0.344 0.187 0.391
C -8.00651 -0.39115 0.75855 0.618 0.640 0.074
C -6.65779 -0.49480 1.55257 -1.788 0.253 -0.128
C -6.74094 -1.49546 2.67315 0.196 0.175 -0.054
O -5.65483 -0.81781 0.64594 1.349 -0.442 -0.962
H -8.17564 -1.31019 0.19743 -0.118 -0.412 0.439
H -7.97155 0.35285 -0.03728 0.414 0.371 0.074
H -8.89391 -0.11187 1.32654 0.161 -0.362 0.315
H -6.33426 0.41888 2.05119 -0.414 0.559 -0.335
H -5.74060 -1.59928 3.09345 -0.018 -0.223 0.083
H -7.10675 -2.45857 2.31720 -0.115 -0.021 0.269
H -7.36957 -1.02562 3.42957 -0.218 -0.506 0.167
H -6.03985 -0.99130 -0.21619 -0.016 -0.027 0.035
C -0.33991 -7.58751 2.42862 0.080 -0.504 -0.514
C -0.86293 -6.32938 3.08645 -0.176 -0.584 1.463
C -1.10125 -6.49500 4.61043 -1.542 -1.079 -0.789
O -0.04232 -5.25205 2.82898 1.139 1.710 -0.728
H -0.06470 -7.33846 1.40376 -0.026 0.010 -0.088
H -1.07960 -8.38569 2.36632 -0.160 0.076 0.145
H 0.54555 -8.03223 2.88279 0.080 0.242 0.332
H -1.79532 -6.07396 2.58296 -0.230 0.008 0.247
H -0.33595 -7.00470 5.19577 0.374 0.281 -0.297
H -1.94085 -7.18971 4.58684 -0.128 -0.441 0.454
H -1.53555 -5.66281 5.16444 0.525 0.453 -0.367
H 0.81753 -5.37716 3.23713 0.067 -0.132 0.113
C 4.62638 4.19847 -0.33963 0.233 -0.052 0.818
C 3.42797 3.53485 0.45304 1.154 -0.320 -0.129
C 3.53168 4.09289 1.91300 -0.678 1.238 -0.814
C 2.84453 5.50364 2.19109 0.161 -1.963 -0.647
C 1.41882 5.45543 1.59359 0.899 -1.150 0.101
C 1.44171 5.11395 0.09961 -1.435 -1.358 -1.205
N 2.14666 3.77738 -0.17183 -1.483 0.376 2.335
O 2.12210 3.39054 -1.53358 0.319 0.787 0.849
C -0.08056 4.73833 -0.37669 1.387 1.254 0.521
C 1.96838 6.26225 -0.72670 -0.186 0.495 -1.887
C 3.62368 1.98353 0.65295 -0.374 0.947 -0.463
H 4.65635 5.27597 -0.17770 -0.207 0.044 0.266
H 5.53813 3.82277 0.12473 0.145 -0.050 -0.154
H 4.76843 4.10418 -1.41622 -0.520 -0.632 -0.065
H 3.08670 3.39239 2.61967 -0.121 -0.061 -0.098
H 4.60627 4.09347 2.09572 -0.052 0.235 0.348
H 2.85279 5.54059 3.28044 -0.258 0.593 -0.053
H 3.37388 6.35726 1.76776 0.241 -0.117 0.105
H 0.91343 6.39428 1.81996 -0.289 -0.136 -0.381
H 0.86583 4.60374 1.98973 -0.097 0.186 0.755
H -0.67718 5.64530 -0.27899 -0.229 -0.066 0.167
H -0.48233 3.94157 0.24928 0.107 0.148 0.195
H -0.17206 4.42055 -1.41531 0.478 0.065 0.018
H 1.76139 6.01049 -1.76683 0.048 -0.049 -0.379
H 3.01713 6.55808 -0.75345 0.129 -0.452 0.739
H 1.42412 7.20269 -0.64031 -0.279 -0.120 0.582
H 3.44852 1.42899 -0.26896 0.546 0.066 -0.200
H 4.60231 1.81075 1.10075 0.037 -0.263 -0.294
H 2.87083 1.61133 1.34778 -0.073 0.223 0.203
H 2.66619 4.10352 -1.87594 0.283 -0.052 -1.228



(2)
14
Properties=species:S:1:pos:R:3:forces:R:3 method="wB97M-V/def2-TZVPD" homo_lumo_gap_ev=8.964 total_energy_ev=-8369.2421 e_lumo_ev=0.323 total_charge=0
C 0.33332 1.57328 0.96043 -0.139 0.060 -0.316
C 0.01523 0.14560 0.56546 0.195 -0.128 -0.327
C -0.43774 -0.83932 -1.28563 -0.285 0.302 -0.097
O -1.39863 -1.72852 -0.91231 -0.398 0.194 -0.008
C 1.10988 -0.52207 -0.05182 0.506 -0.188 0.509
O 1.96612 0.07450 -0.71435 0.372 -0.256 0.363
H 1.38032 1.57463 1.30893 -0.306 -0.032 -0.156
H -0.29431 1.97840 1.76372 -0.101 -0.247 -0.380
H 0.32899 2.24747 0.10643 -0.098 0.136 -0.013
H -0.73040 -0.39953 1.14636 0.336 -0.132 -0.226
H -0.71912 0.02869 -1.87572 -0.208 0.176 0.223
H 0.32936 -1.40388 -1.83382 -0.104 0.488 0.536
H -2.18100 -1.23169 -0.65243 -0.163 -0.149 0.061
H 1.13158 -1.59884 0.18422 0.392 -0.224 -0.170



(3)
15
Properties=species:S:1:pos:R:3:forces:R:3 method="wB97M-V/def2-TZVPD" homo_lumo_gap_ev=9.989 smiles=C#CC(C)(C)C#C total_energy_ev=-7384.0199 e_lumo_ev=0.780 total_charge=0
C -0.19651 -1.33293 -2.00602 -0.118 0.688 -0.057
C -0.21054 -0.43681 -1.19985 -0.004 -0.289 -0.585
C -0.04935 0.26266 0.10934 0.004 -0.043 -0.062
C 1.20226 1.15481 0.11230 0.091 0.036 0.006
C -1.28327 1.06391 0.54969 -0.066 -0.009 0.022
C 0.17232 -0.97349 0.91273 0.065 -0.655 -0.205
C 0.32646 -2.16814 0.90399 0.032 0.286 0.695
H -0.15978 -2.19724 -2.63237 -0.091 0.321 -0.114
H 2.07412 0.58791 -0.22331 -0.116 0.088 0.045
H 1.39314 1.52322 1.12564 -0.058 -0.053 -0.146
H 1.06009 2.01360 -0.55216 -0.012 -0.158 0.085
H -1.42912 1.93092 -0.10371 0.058 -0.180 0.058
H -2.18814 0.45117 0.52599 0.155 0.048 -0.015
H -1.13739 1.42694 1.57291 0.003 -0.072 -0.167
H 0.42839 -3.21499 0.73651 0.058 -0.006 0.442



(4)
47
Properties=species:S:1:pos:R:3:forces:R:3 method="wB97M-V/def2-TZVPD" homo_lumo_gap_ev=10.097 smiles="CC(C)(CO)[C@@H](O)C(=O)NCCC(=O)NCCOCCO" total_energy_ev=-29165.3334 e_lumo_ev=0.431 total_charge=0
C -3.22588 -0.70179 -1.28940 0.229 0.984 0.934
C -2.33062 -1.65754 -0.49552 1.471 0.359 0.473
C -2.53929 -3.17640 -0.81801 0.230 -0.455 0.386
C -0.76175 -1.38557 -0.86965 0.225 -0.011 -0.144
O -0.35874 0.03269 -0.87946 0.991 -0.741 -0.017
C -2.53693 -1.43541 1.11511 -1.229 -0.105 -0.740
O -3.54211 -2.37794 1.53554 -0.306 1.836 -1.948
C -1.29460 -1.58221 1.97518 -0.873 -2.558 1.635
O -1.00907 -2.63367 2.62017 -0.574 2.333 -1.762
N -0.72444 -0.40304 2.21697 2.410 2.083 -0.613
C 0.52458 -0.43260 3.01797 0.026 -1.941 0.932
C 1.73236 -1.32540 2.38220 1.302 3.507 2.481
C 2.44655 -0.66149 1.23932 -1.855 0.214 -1.766
O 2.47764 -1.22708 0.15988 0.856 -0.334 -0.264
N 2.83354 0.65883 1.35199 0.420 -2.952 0.015
C 3.40730 1.36963 0.23037 -1.090 0.662 -0.239
C 2.43264 2.51846 -0.03279 0.399 -0.126 -2.180
O 1.78185 2.23760 -1.32146 0.076 1.931 1.115
C 1.28783 3.46011 -1.96450 -1.668 -2.353 -0.181
C 0.78581 2.95222 -3.35948 -0.698 1.232 1.804
O -0.21830 1.94471 -3.37071 0.365 -0.885 1.706
H -3.05362 -0.80242 -2.32363 1.046 0.076 -1.465
H -3.01361 0.37642 -0.98591 -0.509 -1.371 -0.444
H -4.28909 -0.92844 -1.32914 -0.248 0.000 1.144
H -1.92604 -3.71339 -0.00653 -0.544 0.345 -1.633
H -2.20832 -3.41569 -1.91858 -0.582 0.334 2.251
H -3.59584 -3.54238 -0.60517 1.286 0.761 -0.604
H -0.12374 -1.91789 -0.11799 -0.507 0.268 -0.572
H -0.47497 -1.81389 -1.88211 -0.768 0.370 1.089
H 0.63246 0.09342 -1.10878 -2.173 -0.294 0.466
H -2.88998 -0.36176 1.38261 0.224 -1.660 -0.928
H -3.29848 -2.82681 2.31240 0.989 -0.783 1.613
H -0.81220 0.38276 1.48653 0.114 -1.911 1.394
H 0.78021 0.61816 3.30341 0.091 -0.950 -0.442
H 0.29955 -1.00215 4.00581 0.113 1.149 -1.675
H 1.60166 -2.36794 2.26537 -0.905 -0.741 -0.591
H 2.53820 -1.26150 3.15629 -0.670 -0.140 0.098
H 2.34869 1.13520 2.07519 0.173 0.739 0.425
H 3.52804 0.80849 -0.74462 -0.241 0.099 1.604
H 4.34835 1.76407 0.56666 0.649 0.171 -0.179
H 1.69904 2.54260 0.77631 -0.102 0.506 -0.212
H 3.01119 3.44876 -0.13965 -0.471 0.040 0.193
H 2.04316 4.21326 -2.00779 0.926 0.342 -0.487
H 0.45523 3.96680 -1.43117 0.146 -0.708 0.206
H 1.68027 2.77447 -3.90167 0.416 -1.000 -0.944
H 0.19174 3.70045 -3.79611 0.321 2.117 -0.895
H -0.64027 1.95529 -2.47545 0.519 -0.440 -1.040